[1]
Density functional theory data (the ωB97M-V functional and the def2-TZVPD basis) for a 10-piece molecular cluster, C135H91NO19 overall.

The relative energy (zero: lowest compared OMol25 entry of this formula, charge and spin) is 0.0 kJ/mol. Its SMILES is O=C1c2ccccc2C(=O)c2ccccc21.O=C1c2ccccc2C(=O)c2ccccc21.O=C1c2ccccc2C(=O)c2ccccc21.O=C1c2ccccc2C(=O)c2ccccc21.O=C1c2ccccc2C(=O)c2ccccc21.O=C1c2ccccc2C(=O)c2ccccc21.O=C1c2ccccc2C(=O)c2ccccc21.O=C1c2ccccc2C(=O)c2ccccc21.O=C1c2ccccc2C(=O)c2ccccc21.CC1(C)CCCC(C)(C)N1O. The lowest unoccupied orbital energy is -1.25 eV. The calculation puts the frontier orbital gap at 6.955 eV.

XYZ file:
```
246
C135H91NO19 (the ωB97M-V functional and the def2-TZVPD basis)
O 2.38874 -5.15764 -6.45842
O 5.55827 -3.91847 -2.36254
O -1.57578 -2.07055 1.36428
O -2.07647 -0.79895 -3.90790
O 6.80812 3.21350 4.78875
O -9.32097 3.37589 3.91052
O 1.80996 3.01609 2.58466
O 2.15302 7.96414 1.13198
O 2.75690 -0.71425 -6.76439
O -2.21217 -3.51602 -2.67623
O -6.06510 -1.11486 -7.43299
O 0.88098 -4.86274 1.89524
O -5.24106 0.16603 5.16737
O 5.13511 -4.08040 4.87610
O -6.22360 -5.25965 -5.84943
O 2.47182 0.72615 6.76362
O -0.89291 3.96153 -0.36616
O 1.88752 1.31082 -1.90579
O 5.99174 6.04833 3.35819
N -2.49155 -1.03624 0.99335
C 3.52817 3.39050 0.41452
C 4.19379 -4.19260 4.12828
C 5.62180 -0.29145 -2.63469
C 0.30039 -2.94283 5.52829
C 3.26339 -5.15879 0.63168
C -0.69783 0.74364 1.30546
C 4.88076 -0.67208 -4.96514
C 1.73659 -4.00814 3.88252
C -8.31692 2.72274 4.09228
C -7.02232 4.61899 4.95935
C 1.44166 0.75205 -5.49535
C -5.99229 2.46340 5.08746
C -6.42537 1.54678 -4.22494
C -1.49602 -6.78497 -5.19255
C 2.06846 3.92624 5.21764
C 2.19927 1.08761 -3.08756
C 2.65542 6.90692 -1.34278
C 3.17728 5.53215 6.56891
C -2.57506 -7.25354 -5.93299
C -3.86676 -1.80336 -6.88193
C 1.73160 6.30507 -0.45452
C -1.65685 -3.34336 -7.25575
C 4.46384 0.34875 -2.43064
C -2.89525 -5.09407 -4.36592
C -6.17165 0.96665 4.89589
C 0.53701 0.92898 -6.53131
C 2.96793 -2.80598 -2.31077
C 3.56838 1.12484 6.36349
C 1.25783 -3.64408 -4.28044
C -2.64771 -0.76769 3.50274
C -2.81084 -1.67304 -5.96615
C 6.96853 -6.61109 -5.43254
C 6.24683 3.10894 9.08734
C 0.81438 -2.86661 -3.17492
C 1.84890 -4.57286 2.55778
C -7.07120 3.25599 4.79522
C -7.00113 -2.27934 -3.17291
C 2.19343 4.49565 6.42235
C 4.60635 5.09129 1.76715
C -5.98710 -1.75748 -2.32738
C 4.00874 5.10915 4.33468
C -8.32073 1.29134 3.59971
C 5.32754 5.57290 0.65673
C 4.98274 5.45811 3.20978
C 2.58106 -0.11403 -5.72585
C -0.67108 1.55045 -6.24633
C 5.54016 -4.98725 2.18161
C -2.83678 1.25145 0.08834
C 4.51149 -5.31775 -5.50424
C 5.68157 2.50286 6.76864
C 0.02838 1.92323 -3.95028
C 5.30978 -5.06404 -4.44104
C 3.13595 0.24382 4.10024
C 3.53101 0.49334 -3.44598
C 3.11212 -4.80572 -5.54759
C -4.57423 -3.56136 -3.20031
C 5.02516 1.63404 4.41802
C 3.54519 -0.07241 2.75897
C -3.77510 -2.61043 -8.05044
C -1.11196 4.75191 2.35510
C -5.24937 1.78629 -3.44000
C -1.13289 5.17318 3.70041
C 4.31688 -4.78191 2.77179
C 5.07937 2.51537 9.50675
C 3.16251 -4.79311 1.94012
C -4.27785 -2.07033 2.27423
C 2.63044 -3.97758 -4.42817
C 3.66011 -0.06926 -4.70764
C -8.73980 -1.43476 3.39945
C -2.66088 -3.38582 -8.22912
C -1.64422 -2.49886 -6.17312
C 4.12380 5.74594 5.59724
C 4.51110 1.86075 7.28844
C 0.50942 -3.58971 4.27524
C -3.98866 -5.53331 -5.13627
C -4.75742 -2.45766 -2.31861
C 2.82641 6.25183 -2.52621
C -1.78777 0.10170 0.41299
C 4.87223 -6.28720 -6.50073
C 6.09592 -6.89681 -6.42702
C -1.17042 -0.33270 -0.92787
C 1.00824 5.21803 -0.78274
C 1.42714 -2.60071 6.29929
C -7.42393 0.45516 4.20645
C -5.15247 -1.04569 -6.60732
C 6.50554 3.11022 7.71733
C 4.86551 -4.20260 -3.26624
C 5.18916 4.92206 -0.53828
C -1.64675 -5.61755 -4.42979
C -5.56814 -4.02218 -4.01306
C 5.93481 2.51518 5.26970
C 0.56369 6.36162 1.82701
C 5.82423 -0.67136 -3.98582
C -6.82110 -3.40602 -3.93209
C 6.59552 -5.75620 -4.42712
C -9.66886 -0.60116 2.83098
C -6.38013 0.67521 -5.32387
C -4.79058 4.34940 5.81973
C 2.69133 -3.04909 5.87848
C 4.36441 3.78237 -0.63574
C -4.82336 2.99654 5.67386
C -5.85525 5.15789 5.50790
C 1.53824 6.94519 0.91991
C -2.93069 -0.79683 -4.76055
C 1.22064 1.31007 -4.22365
C 1.26711 4.56333 -1.97674
C -3.74545 -6.60735 -5.94277
C -9.43076 0.72453 2.99233
C -4.31479 0.31437 1.79983
C -4.13412 1.03911 -3.62922
C -7.64848 -0.88635 4.12206
C -3.12282 -4.02029 -3.35847
C 3.41502 -3.62099 -3.34302
C 5.33439 1.45714 3.09989
C -0.18109 4.81623 0.03891
C -0.28550 5.33501 1.42646
C -3.65419 1.57964 1.33538
C 4.50846 -5.36356 0.08199
C -0.94220 1.99816 -4.94704
C 4.21151 1.85862 8.64875
C -0.21827 6.12808 4.12239
C 3.91188 0.97741 4.93937
C 5.67370 -5.25322 0.84701
C -5.24654 -0.08740 -5.48858
C 4.63161 0.56677 2.26666
C 2.16498 5.11814 -2.83268
C -5.33024 -4.99991 -5.07965
C 0.57184 6.80999 3.11488
C 1.65245 -2.43012 -2.17848
C 2.97324 4.23609 4.12597
C -4.14521 0.04802 -4.65320
C 3.71163 4.04154 1.64410
C 2.85919 -3.61173 4.58561
C 2.81860 3.67217 2.79895
C -3.38047 -0.86251 2.15212
H -1.77673 -2.78556 0.75142
H -3.09350 1.99984 2.17826
H -6.19446 -0.93057 -1.69921
H -10.52976 -0.89137 2.23945
H 1.32425 -1.82716 -1.29711
H -4.42224 2.27514 1.13810
H -7.40728 2.01037 -4.03377
H -2.65094 -4.11983 -9.04564
H -4.07143 2.32629 5.95177
H -7.28194 0.48570 -5.87703
H -0.27700 2.10723 -2.91866
H 6.69497 -1.24509 -4.30171
H -10.07581 1.44584 2.53397
H -1.76705 -1.45150 3.51243
H -3.93620 -2.16386 -1.72878
H 6.65653 -5.43782 0.44221
H 3.51847 6.63343 -3.29720
H -0.21688 -2.62437 -3.10323
H -8.91134 -2.59598 3.51437
H -4.89473 0.46592 2.68903
H 2.32987 -5.20316 -0.01950
H -4.87149 -2.25790 1.38682
H 7.38319 3.62105 7.37106
H 2.95973 2.45843 0.28146
H 3.59255 -2.93165 6.42307
H 6.05742 6.34956 0.72407
H -0.23839 6.29076 5.21812
H -0.79514 -2.52384 -5.51151
H 4.26597 0.86866 -1.48059
H -1.68816 4.61220 4.40416
H -2.22202 0.23617 3.65556
H -4.54331 -6.92031 -6.59764
H -5.64231 6.20346 5.55920
H 4.23565 -6.58347 -7.26329
H 4.94540 -1.13263 -5.95945
H 7.97332 -7.08202 -5.35574
H 4.36706 3.22958 -1.59098
H 0.58830 -3.98293 -5.04290
H -0.36852 -3.72848 3.61009
H 1.31136 -2.05759 7.21462
H -3.25964 1.19154 -3.02915
H 0.01442 -0.01575 1.58806
H -1.00970 1.35681 2.10876
H -3.70008 -3.00565 2.40751
H 5.01715 0.47848 1.27234
H 6.34963 -0.47008 -1.86637
H 3.24504 7.72442 -1.10833
H 4.92429 2.38884 10.58018
H 2.48321 4.59798 -3.73282
H -1.90980 2.24968 -4.56443
H -7.60837 -3.74576 -4.60302
H 3.77078 -2.52896 -1.64048
H 4.54596 -5.59623 -0.96729
H -2.62299 -8.15951 -6.60521
H 2.18658 -0.04937 4.51059
H -3.90653 4.73799 6.17298
H 1.32939 3.18205 5.04658
H 6.27249 1.95313 2.74623
H -1.88182 3.98055 2.16075
H -7.88660 5.24520 4.78376
H -0.68118 -2.62843 5.91100
H -5.06221 -1.89539 2.99451
H 1.45805 4.34499 7.17386
H 6.37083 -4.82244 2.80118
H -7.91631 -1.81107 -3.14481
H 0.91936 3.57996 -2.24352
H 3.25977 5.91066 7.60684
H -3.48661 0.83946 -0.63607
H -5.01516 -0.02448 0.96517
H -3.28472 -1.02713 4.36958
H -4.62016 -2.57426 -8.73865
H -1.83448 -0.16731 -1.74343
H 0.79094 0.61322 -7.53174
H -1.40915 1.90013 -6.97774
H -0.32941 0.28466 -1.15315
H -5.20915 2.57638 -2.70920
H -0.90242 -1.36452 -0.89520
H -0.86444 -4.09096 -7.37280
H 2.88125 -0.84978 2.21397
H 3.28320 1.36422 8.96223
H 6.27122 -7.67104 -7.12669
H 4.92627 6.42490 5.79399
H -0.90680 -5.07676 -3.85075
H 7.16157 -5.55378 -3.57826
H -6.96421 -1.62871 4.55819
H 1.23363 7.58945 3.45193
H -2.31810 2.15725 -0.28000
H -0.07962 1.41892 0.71970
H 5.86219 5.17383 -1.36825
H -0.56985 -7.33871 -5.20539
H 6.97204 3.49614 9.79130
```

***

[2]
Density functional theory data (the ωB97M-V functional and the def2-TZVPD basis) for C27H19MnN3O4 as an isolated structure.

The relative energy (zero: lowest compared OMol25 entry of this formula, charge and spin) is 0.0 kJ/mol. Its spin multiplicity is 5. As for the total charge: +1. The lowest unoccupied orbital energy (spin up / spin down) is -4.50 / -4.96 eV. The calculation puts the frontier orbital gap (spin up / spin down) at 6.571 / 6.336 eV.

XYZ file:
```
54
C27H19MnN3O4 (the ωB97M-V functional and the def2-TZVPD basis)
Mn 0.89959 1.67609 -1.18864
O -0.41735 3.26390 -0.68016
O 0.83880 2.06827 -2.95978
O -0.00181 1.92339 -5.02491
O 2.36626 0.55045 -1.25973
N -0.75593 0.21124 -2.03977
N 0.71514 1.35103 0.64164
N 1.27691 0.41641 1.33846
C -2.44927 -1.49435 -2.34271
C 0.08679 1.57346 -3.87274
C 3.82460 -1.23113 -0.77341
C 2.32415 -2.76275 3.79918
C 2.19330 -0.42542 0.89122
C -2.35157 -1.97861 0.40457
C 2.78040 -0.33324 -0.43136
C 2.58850 -1.50167 1.76344
C -1.55505 -0.75353 -1.51443
C -3.25142 -2.68674 -0.40727
C 3.23556 -3.71538 3.34235
C 3.55104 -2.43983 1.31993
C -1.86447 2.39104 3.10359
C -0.93662 3.07868 0.58748
C 4.18107 -2.24578 0.06352
C 2.01019 -1.66906 3.02514
C -0.98588 4.29086 -1.48888
C -0.30177 2.05122 1.31432
C -2.47290 3.40730 2.38575
C 3.85981 -3.54570 2.13004
C -0.79792 0.43716 -3.34263
C -1.51977 -1.03579 -0.13381
C -0.76522 1.73060 2.58944
C -2.45216 -1.23095 -3.72711
C -2.00468 3.77060 1.13108
C -1.62555 -0.26263 -4.22929
C -3.29389 -2.45899 -1.75402
H -3.97096 -3.01622 -2.38366
H -0.82545 -0.50143 0.49542
H -3.90472 -3.41513 0.04428
H 1.85681 -2.89237 4.76311
H -0.26590 0.95489 3.14755
H -2.49453 4.55987 0.58489
H -2.04152 4.08352 -1.68931
H 1.31209 -0.92830 3.37628
H -2.26093 2.10194 4.06273
H -1.57844 -0.00421 -5.27490
H -3.32657 3.92459 2.79172
H -0.87927 5.26462 -1.00300
H -3.10506 -1.79504 -4.37514
H -0.42485 4.29231 -2.42493
H -2.31446 -2.17719 1.46510
H 4.95930 -2.93516 -0.22754
H 3.45715 -4.58049 3.94668
H 4.58563 -4.26325 1.77778
H 4.29280 -1.09315 -1.73759
```

***

[3]
Density functional theory data (the ωB97M-V functional and the def2-TZVPD basis) for C2H4AsCl4F6NiO4PY as an isolated structure.

The relative energy (zero: lowest compared OMol25 entry of this formula, charge and spin) is 0.0 kJ/mol. Its spin multiplicity is 3. As for the total charge: +1. The lowest unoccupied orbital energy (spin up / spin down) is -6.05 / -6.12 eV. The calculation puts the frontier orbital gap (spin up / spin down) at 7.145 / 7.077 eV.

XYZ file:
```
24
C2H4AsCl4F6NiO4PY (the ωB97M-V functional and the def2-TZVPD basis)
Y -2.18990 -1.71596 -1.75295
As -2.15271 -3.04986 2.09695
Ni -0.71693 0.10555 1.16275
Cl 2.59509 -0.90866 -3.18445
Cl 3.39698 0.70045 -0.86552
Cl 1.79411 5.29430 0.37059
Cl 1.98567 2.91570 2.06513
P -1.21747 0.61035 -1.06611
F -1.53495 -1.33221 2.21372
F -3.69049 -2.43204 2.32839
F -2.45236 -2.70709 0.30244
F -1.85678 -3.23104 3.73682
F -0.57106 -3.44547 1.63704
F -2.70135 -4.62385 1.83787
O -0.59218 -0.85964 -0.59962
O -0.19573 1.41168 -0.26959
O -1.31651 0.13479 -2.53190
O -2.44850 0.09899 -0.20139
C 2.18686 3.57281 0.42972
C 2.50233 0.67297 -2.39994
H 1.52132 3.05494 -0.24744
H 1.46489 0.88017 -2.17407
H 2.96281 1.40878 -3.04598
H 3.22687 3.44432 0.15755
```